(1)
Density functional theory data (wB97M-V/def2-TZVPD) for a cluster of 2 separate species, C5H14NO2 in total in a non-equilibrium geometry.

Bonds (Å) are listed after each position.
Element x y z (Å)
1 C -2.3197 0.6838 0.6577  C2 1.578, H8 1.089, H9 1.088, H10 1.085
2 C -0.7536 0.5352 0.5280  C1 1.578, C3 1.529, N5 1.451, H11 1.093
3 C -0.4314 -0.8393 -0.0580  C2 1.529, C4 1.539, H12 1.095, H13 1.081
4 C -0.5401 -1.9635 0.9879  C3 1.539, H14 1.085, H15 1.095, H16 1.088
5 N -0.2488 1.6438 -0.2600  C2 1.451, C6 1.476, H17 1.000
6 C 1.2093 1.6627 -0.4878  N5 1.476, O7 1.359, H18 1.117, H19 1.108
7 O 1.6324 0.9791 -1.5838  C6 1.359
8 H -2.6261 1.3644 -0.1353  C1 1.089
9 H -2.7286 -0.2894 0.3952  C1 1.088
10 H -2.6217 0.9812 1.6566  C1 1.085
11 H -0.4078 0.5663 1.5639  C2 1.093
12 H -1.0519 -1.1415 -0.9075  C3 1.095
13 H 0.5719 -0.8291 -0.4607  C3 1.081
14 H 0.0387 -1.7561 1.8823  C4 1.085
15 H -0.0214 -2.8296 0.5647  C4 1.095
16 H -1.5668 -2.2110 1.2512  C4 1.088
17 H -0.7802 1.7069 -1.1046  N5 1.000
18 H 1.4307 2.7562 -0.5478  C6 1.117
19 H 1.8168 1.2835 0.3573  C6 1.108
20 H 2.9396 -0.0924 -1.7790  O22 1.006
21 H 2.8988 -1.3982 -1.0697  O22 0.961
22 O 3.5597 -0.8130 -1.4504  H20 1.006, H21 0.961

## Properties
Orbital gap ... 6.7 eV
HOMO ... -2.927 eV
Net charge ... -1
ΔE to the lowest compared entry with this formula, charge and spin ... 11.9 kcal/mol
E_LUMO ... 0.13794 hartree
Electronic energy ... -404.1356 a.u.

=====

(2)
Density functional theory data (wB97M-V/def2-TZVPD) for a cluster of 2 separate species, C2H7NS in total in a non-equilibrium geometry.

Bonds (Å) are listed after each position.
Element x y z (Å)
1 C -0.0786 -0.1427 -0.3340  C2 1.520, N3 1.463, H4 1.090, H8 1.133
2 C 0.9163 -1.2076 0.0971  C1 1.520, H5 1.079, H6 1.090
3 N -1.4687 -0.3393 0.0769  C1 1.463, H7 1.015, H9 1.010
4 H 0.1773 0.2861 -1.3032  C1 1.090
5 H 1.5393 -1.8897 -0.4609  C2 1.079
6 H 0.8726 -1.1324 1.1838  C2 1.090
7 H -1.2506 -0.8032 0.9528  N3 1.015
8 H 0.3526 0.7277 0.2499  C1 1.133
9 H -2.0618 -0.9141 -0.5049  N3 1.010
10 S -0.1603 2.8601 -0.1270  H11 1.389
11 H 1.1619 2.5551 0.1694  S10 1.389

## Properties
Orbital gap (alpha / beta) ... 6.3 / 5.8 eV
HOMO (alpha / beta) ... -2.223 / -2.243 eV
Net charge ... -1
ΔE to the lowest compared entry with this formula, charge and spin ... 29.6 kcal/mol
E_LUMO (alpha / beta) ... 0.14933 / 0.13230 hartree
<S²> ... 0.7553
Electronic energy ... -533.2498 a.u.
2S+1 ... 2